Record 1
{"formula": "C9H38F5INO17S", "method": "the ωB97M-V functional and the def2-TZVPD basis", "total_energy_ha": -2894.1397, "orbital_gap_ev": 6.934, "homo_ev": -12.29, "largest_force_ha_per_bohr": 0.1879, "charge": 1, "symbols": ["I", "S", "F", "F", "F", "F", "F", "O", "O", "O", "O", "O", "O", "O", "O", "O", "O", "O", "O", "O", "O", "O", "O", "O", "N", "C", "C", "C", "C", "C", "C", "C", "C", "C", "H", "H", "H", "H", "H", "H", "H", "H", "H", "H", "H", "H", "H", "H", "H", "H", "H", "H", "H", "H", "H", "H", "H", "H", "H", "H", "H", "H", "H", "H", "H", "H", "H", "H", "H", "H", "H", "H"], "positions_angstrom": [[2.7500, -0.8216, -0.6069], [1.6721, 1.2437, 1.9927], [0.8559, 2.1031, -0.5921], [2.2444, 4.5581, 2.0845], [1.4227, 4.8674, -0.1464], [3.0845, 2.5939, 0.0903], [-0.1375, 4.1503, 1.5154], [-1.5425, 5.9871, -0.7956], [1.2559, -5.0268, -0.8065], [3.8448, 0.0383, -3.6976], [-1.6247, 1.5278, -6.0043], [3.1897, 0.9978, 2.3533], [-1.2457, -1.1405, 6.0656], [-0.6031, 4.6328, 5.6306], [-2.9558, -4.1093, -10.2946], [-1.7828, -3.8599, 6.5114], [-2.6421, 2.7730, 3.7901], [-0.8283, -1.0421, -7.2385], [-2.0753, -1.1401, 8.7508], [1.0996, 2.0095, 3.2492], [-0.4037, -0.2366, 0.7572], [4.8076, 1.9123, -5.4936], [-0.3611, 3.1547, -3.2419], [-2.7359, -1.2292, -9.5737], [1.8121, -1.3519, 1.1467], [1.2559, -2.7733, 0.9181], [1.1618, -3.4171, 2.4579], [-1.2355, -0.2376, 3.5594], [0.1958, -0.8989, 3.0955], [-1.8930, -0.9753, 4.9097], [1.2769, 4.0211, 1.0948], [0.0454, -2.5192, 3.2489], [0.7611, -0.3747, 1.6438], [1.6635, 2.4744, 0.5897], [4.4607, 2.6083, -6.0717], [2.5785, -1.4908, 1.8728], [-1.1869, 0.9025, 3.8312], [-1.3924, -0.9956, -6.4519], [-1.4291, 4.1313, 5.7035], [2.2279, -3.4254, 2.9830], [-1.1752, -0.3461, -7.8166], [2.0410, -3.3703, 0.2771], [1.5495, -5.1905, -1.7152], [0.1873, -2.7587, 0.4119], [-1.5774, 2.3256, -5.4562], [-2.3012, -4.6235, -9.7986], [4.2435, 1.9588, -4.7071], [-2.0362, -2.0317, 9.1282], [-0.9917, 6.5203, -1.3884], [3.2079, -0.0445, -4.4232], [0.7422, -4.5286, 2.4116], [-1.8359, -1.2689, 7.8208], [-3.1152, -4.6386, -11.0903], [-0.2766, -0.6916, -0.1255], [-2.9939, -1.4295, 4.8357], [-2.1381, -4.0896, 7.3831], [1.0038, -0.5564, 3.9048], [0.0147, 2.7763, -2.4330], [0.4299, -5.5283, -0.7335], [-3.2790, 2.6902, 3.0645], [-1.8151, 3.0181, 3.3487], [-2.0955, -0.3321, 2.7363], [4.6718, 0.2834, -4.1390], [-2.8953, -1.7585, -10.3695], [-0.9268, 5.3364, -0.4263], [-0.3095, 4.4691, 4.7218], [-1.0693, -3.2340, 6.7070], [-0.7105, 1.3880, -6.2933], [-1.0158, -2.9352, 2.9689], [-2.0813, -1.7435, -9.0778], [0.1908, -2.7596, 4.4096], [-1.2346, 3.4723, -2.9678]], "forces_ev_per_a": [[0.595, 0.718, -1.206], [4.678, 2.962, 7.917], [2.181, 1.056, 3.814], [-4.036, -2.278, -3.638], [-0.611, -2.911, 4.301], [-4.801, -0.477, 1.686], [5.033, -0.540, -1.211], [0.423, -0.258, -0.126], [-0.312, -0.286, -0.434], [-0.269, -0.041, 0.155], [0.362, 0.187, 0.135], [-5.538, -0.375, -2.602], [-3.239, 1.426, -7.314], [-0.138, -0.325, -0.411], [0.236, -0.446, -0.181], [0.190, -0.038, 0.352], [0.219, -0.124, -0.450], [-0.081, 0.130, 0.122], [0.068, -0.579, 0.047], [0.507, -2.802, -5.502], [2.768, -0.708, 0.444], [-0.434, 0.279, 0.116], [-0.187, -0.112, 0.403], [0.309, -0.075, -0.078], [-0.190, -0.864, 0.702], [-0.182, -2.386, 1.495], [-0.946, 0.233, -0.731], [-1.407, 0.174, 0.294], [0.216, 0.214, 1.935], [2.728, -1.094, 4.366], [0.154, 2.987, -0.651], [0.712, -1.070, 0.832], [-3.139, -1.557, 0.255], [1.898, 1.877, -4.034], [0.258, -0.237, 0.073], [-1.102, 0.725, -0.746], [0.171, -2.292, -0.484], [0.073, 0.087, -0.322], [0.169, 0.183, 0.027], [-2.230, 0.101, -1.185], [-0.061, -0.144, 0.108], [-1.883, 1.414, 1.268], [-0.022, -0.013, 0.259], [2.463, 0.150, 0.966], [0.004, -0.269, -0.144], [-0.229, 0.200, -0.143], [0.118, 0.306, -0.247], [-0.069, 0.431, 0.039], [-0.216, -0.111, 0.187], [0.233, -0.062, 0.156], [1.149, 2.431, -0.020], [-0.120, 0.177, 0.143], [0.006, 0.188, 0.238], [0.174, 0.864, 1.154], [2.251, 1.176, 0.073], [0.053, -0.039, -0.349], [-1.649, -0.696, -1.742], [-0.125, 0.196, -0.394], [0.280, 0.048, -0.006], [0.070, 0.133, 0.288], [-0.237, 0.075, 0.116], [2.157, 0.017, 1.623], [-0.065, -0.331, 0.074], [0.009, 0.048, 0.364], [-0.226, 0.365, -0.121], [-0.026, 0.142, 0.379], [-0.314, -0.119, -0.050], [-0.280, 0.033, 0.097], [1.987, 1.142, 0.324], [-0.289, 0.038, -0.143], [-0.481, 0.712, -2.585], [0.233, 0.035, -0.078]]}

Record 2
{"formula": "C4H13NO2", "method": "the ωB97M-V functional and the def2-TZVPD basis", "total_energy_ha": -365.3381, "orbital_gap_ev": 10.177, "smiles": "C=CCNC.O.O", "homo_ev": -9.36, "largest_force_ha_per_bohr": 0.0657, "symbols": ["O", "O", "N", "C", "C", "C", "C", "H", "H", "H", "H", "H", "H", "H", "H", "H", "H", "H", "H", "H"], "positions_angstrom": [[-1.2214, -0.9440, -1.2770], [-1.7455, -2.3163, 1.3048], [1.1569, 0.3960, -0.6118], [0.1545, 1.8651, 0.9277], [1.7700, -0.9617, -0.9051], [0.5994, 0.4497, 0.6925], [-1.0247, 2.3622, 0.4860], [-1.2311, 3.4295, 0.3681], [-0.2614, -0.1447, 0.9908], [1.4742, 0.0480, 1.3013], [-2.4404, -3.0071, 1.2200], [0.9258, 2.5231, 1.1914], [-1.6029, -0.4913, -2.0172], [1.9662, -1.0292, -2.0532], [2.0771, 0.9705, -0.4988], [0.9794, -1.6907, -0.4672], [-1.7102, -1.9110, 0.3858], [-0.6144, -0.2815, -0.9030], [2.4822, -0.9206, -0.0961], [-1.7336, 1.6539, -0.0390]], "forces_ev_per_a": [[0.061, -0.166, 0.672], [-0.666, -0.065, -1.575], [2.220, 0.560, -2.487], [-1.468, 0.421, -1.015], [-2.936, 0.386, 0.670], [0.967, -0.020, 2.555], [0.740, -1.556, -0.739], [0.087, -0.408, 0.443], [-0.031, -0.783, -0.873], [-1.293, 0.830, 0.758], [0.751, 0.724, 0.138], [0.866, 1.144, 0.748], [-0.434, 0.215, -0.636], [0.149, -0.261, 2.572], [-2.541, -0.583, -0.727], [1.393, 0.637, -1.562], [-0.095, -0.618, 1.304], [-0.050, -0.115, -0.510], [1.699, -1.224, -0.685], [0.583, 0.882, 0.949]]}

Record 3
{"formula": "C18H39N2O2P", "method": "the ωB97M-V functional and the def2-TZVPD basis", "total_energy_ha": -1310.1550, "orbital_gap_ev": 8.668, "smiles": "C#CCCC[PH3]CCCCCCC.CN(C)C=O.CN(C)C=O", "homo_ev": -7.89, "largest_force_ha_per_bohr": 0.1898, "symbols": ["P", "O", "O", "N", "N", "C", "C", "C", "C", "C", "C", "C", "C", "C", "C", "C", "C", "C", "C", "C", "C", "C", "C", "H", "H", "H", "H", "H", "H", "H", "H", "H", "H", "H", "H", "H", "H", "H", "H", "H", "H", "H", "H", "H", "H", "H", "H", "H", "H", "H", "H", "H", "H", "H", "H", "H", "H", "H", "H", "H", "H", "H"], "positions_angstrom": [[0.0741, -0.3249, -3.7867], [-3.1132, -5.2150, 2.8910], [3.8292, 6.2752, -1.6580], [-3.6075, -5.2477, 5.1522], [2.4784, 7.5420, -0.2691], [-0.6166, 3.2435, -5.2237], [3.4967, 7.3521, -1.1794], [0.4781, -2.8117, 1.4027], [1.0255, 1.0770, -4.7029], [-3.1248, -5.7821, 3.9762], [2.1475, 8.8525, 0.2498], [-0.4512, -2.1976, -1.5022], [-4.1545, -3.9069, 5.1447], [1.7152, 6.3975, 0.1833], [1.2624, -3.1451, 2.8361], [0.4037, 4.2419, -4.3589], [1.5298, -3.0808, 0.1586], [0.1267, 1.8962, -5.8019], [1.1607, -2.1804, -1.2006], [1.4667, 4.6285, -3.4876], [-0.8767, -1.8022, -3.0352], [0.2292, -3.2104, 4.1257], [-3.5845, -5.9867, 6.3971], [-0.4209, -3.5634, 1.3031], [1.5370, 1.7371, -3.8832], [-0.7495, 1.1735, -6.1689], [-4.6096, -6.0940, 6.7633], [-3.3824, -3.2093, 4.8067], [-4.9946, -3.8691, 4.4448], [0.4946, 0.1919, -2.5091], [1.4333, -1.0617, -0.8981], [-1.6287, 3.0264, -4.6542], [2.0286, -2.2859, 3.0729], [1.8160, -4.1901, 2.8104], [2.6237, -2.8234, 0.5429], [0.9474, 6.7039, 0.8989], [-1.0949, -1.5600, -0.7291], [-0.7526, -2.7287, -3.7454], [-0.9242, 3.8832, -6.1832], [2.7999, 9.6207, -0.1745], [2.3940, 5.6810, 0.6556], [-1.2149, 0.1736, -4.2841], [0.5996, -2.5146, 4.9954], [1.8333, -2.5627, -2.0881], [0.7267, 2.1625, -6.7990], [0.1049, -1.6800, 1.4539], [4.0101, 8.2879, -1.4542], [1.1092, 9.0820, -0.0060], [-2.0283, -1.4921, -3.0123], [-0.8079, -3.3232, -1.3293], [1.5398, -4.2355, -0.1288], [-3.1472, -6.9792, 6.2584], [2.4523, 4.8671, -2.8580], [0.8715, -1.2809, -4.5557], [-2.7328, -6.8053, 4.0958], [1.9036, 0.5509, -5.3162], [-0.8706, -2.8959, 3.8748], [0.2134, -4.3091, 4.5617], [-2.9891, -5.4308, 7.1270], [1.2439, 5.9197, -0.6807], [-4.4950, -3.6234, 6.1443], [2.2652, 8.8421, 1.3371]], "forces_ev_per_a": [[-0.335, -0.145, -0.698], [-0.112, -0.232, 0.994], [-0.437, 0.501, 0.392], [0.546, -0.763, -1.020], [1.204, 0.065, -1.011], [0.416, 1.595, -0.732], [-0.698, -0.284, 0.523], [0.920, -0.639, 0.581], [1.312, 0.818, -1.421], [-0.307, 0.733, 0.122], [-0.055, -0.206, 0.001], [-0.475, -1.457, -0.123], [0.047, 0.052, -0.329], [0.126, -0.282, -0.192], [-0.684, 0.176, 0.388], [7.279, 0.854, 6.032], [-0.096, 0.143, -0.182], [-0.186, -0.168, -0.008], [-0.043, 0.512, 1.607], [-6.868, -3.292, -6.100], [-1.305, -0.934, 1.251], [0.133, -0.277, 0.437], [-0.058, 0.214, -0.108], [1.584, 1.737, 0.227], [-1.028, -0.748, -1.764], [1.719, 1.506, 0.804], [0.129, -0.107, 0.169], [-0.206, 0.077, 0.037], [0.073, 0.192, 0.097], [-0.211, -0.296, -0.357], [-0.259, -2.367, -0.925], [2.406, 0.429, -0.813], [-1.305, -1.794, -0.716], [-1.007, 2.288, -0.262], [-2.254, -0.421, -0.955], [0.190, 0.039, -0.162], [1.755, -1.194, -1.624], [-0.263, 1.683, 1.327], [0.593, -1.327, 2.172], [-0.073, -0.192, 0.027], [-0.208, -0.048, -0.015], [0.689, -0.042, 0.099], [-0.681, -1.308, -1.693], [-1.522, 0.913, 1.619], [-1.145, -0.434, 2.450], [0.759, -2.534, -0.259], [-0.076, 0.009, 0.084], [0.078, 0.178, 0.119], [2.314, -0.843, -0.069], [0.662, 2.356, -0.298], [-0.158, 2.423, 0.690], [-0.063, 0.188, -0.060], [-2.703, -0.180, -1.703], [-0.218, 0.308, 0.410], [-0.034, 0.018, 0.123], [-1.767, 1.120, 1.344], [2.116, -0.639, 0.274], [-0.120, 2.247, -0.916], [-0.072, -0.188, 0.122], [-0.046, -0.088, 0.207], [0.104, -0.154, -0.163], [-0.074, 0.210, -0.049]]}

Record 4
{"formula": "C2H9NOS2", "method": "the ωB97M-V functional and the def2-TZVPD basis", "total_energy_ha": -1007.9366, "orbital_gap_ev": 8.900, "smiles": "NCCSS.O", "homo_ev": -8.57, "largest_force_ha_per_bohr": 0.0284, "symbols": ["S", "S", "O", "N", "C", "C", "H", "H", "H", "H", "H", "H", "H", "H", "H"], "positions_angstrom": [[-0.5160, 2.3863, 0.6977], [-1.6120, 0.7546, 1.5525], [3.9192, 2.9868, -4.5529], [-2.1935, -2.4346, 1.4515], [-0.3764, -0.5245, 1.1782], [-0.8241, -1.9969, 1.5808], [0.5524, -0.4513, 1.7474], [-0.4779, -1.9625, 2.6162], [3.8676, 2.9563, -5.5060], [-0.0846, -0.4702, 0.1229], [-1.4199, 3.0670, 0.0030], [4.8206, 2.7712, -4.3141], [-2.9053, -1.9463, 1.9772], [-0.2599, -2.7039, 0.9673], [-2.4903, -2.4320, 0.4784]], "forces_ev_per_a": [[0.331, -0.647, 0.820], [0.702, 0.522, -0.455], [-0.323, 0.097, 0.393], [-0.370, -0.071, -0.403], [0.134, -1.212, -0.804], [-0.137, 1.412, 0.042], [-0.091, 0.756, 0.033], [-0.423, -1.093, 0.085], [0.120, -0.043, -0.305], [-0.371, 0.136, 0.083], [-0.620, -0.263, -0.183], [0.202, -0.054, -0.089], [0.312, 0.234, 0.176], [0.426, 0.245, 0.370], [0.106, -0.020, 0.237]]}

Record 5
{"formula": "C4H8N2OS", "method": "the ωB97M-V functional and the def2-TZVPD basis", "total_energy_ha": -740.0594, "orbital_gap_ev": 9.620, "smiles": "N/N=C\\[C@@H]1S[C@H]1CO", "homo_ev": -9.04, "largest_force_ha_per_bohr": 0.0662, "symbols": ["S", "O", "N", "N", "C", "C", "C", "C", "H", "H", "H", "H", "H", "H", "H", "H"], "positions_angstrom": [[0.3584, -0.6580, 1.3936], [-1.5189, -1.8322, -2.1097], [1.8127, 1.6136, -0.0702], [0.7443, 2.4646, 0.2459], [-0.3371, 1.8191, 0.3655], [-0.8370, -1.9394, -0.8707], [0.0248, -0.6931, -0.4251], [-0.7483, 0.3689, 0.3717], [0.7460, -0.2773, -1.1168], [1.9422, 0.8688, 0.6436], [-0.8375, -1.4520, -2.6834], [-1.5462, -2.1246, -0.0106], [-0.0597, -2.7526, -0.9200], [-1.1685, 2.5869, 0.3895], [-1.8618, 0.2690, 0.4234], [2.6888, 2.1866, -0.0246]], "forces_ev_per_a": [[-0.477, -0.662, -0.787], [0.753, 0.648, 0.557], [2.590, 0.790, 0.809], [0.698, -1.517, -0.711], [-2.753, 1.996, -0.178], [1.430, -0.007, 1.518], [-2.292, 0.309, 0.725], [0.495, 0.364, -0.630], [0.391, -0.284, 0.194], [-0.348, 0.513, -0.587], [-0.493, -0.153, -0.358], [0.570, -0.043, -1.238], [-0.987, 0.267, 0.122], [0.411, -1.330, 0.454], [1.177, -0.263, 0.257], [-1.168, -0.631, -0.147]]}